Formula: C39H62B2CrN9O3S2
Source: OMol25
Level of theory: the ωB97M-V functional and the def2-TZVPD basis

```
118
Properties=species:S:1:pos:R:3:mulliken_charge:R:1
Cr 0.5238 0.2497 0.6313 0.681
C 4.8871 2.6005 -0.9740 -1.481
C 3.6048 1.8617 -1.2181 0.224
C 3.3258 0.7820 -2.1198 -1.139
C 1.9646 0.5703 -1.8890 -0.973
N 1.5334 1.2450 -0.8023 1.321
N 2.5728 2.0879 -0.3845 -0.173
B 2.4235 2.9639 0.9707 -0.054
N 1.0975 3.7139 0.9559 -0.025
N -0.0881 2.8755 0.8602 0.916
C -0.9652 3.4473 1.8054 -0.381
C -0.4776 4.6309 2.2987 -1.670
C 0.8094 4.8129 1.7213 0.510
C 1.7709 5.9653 1.7253 -1.707
C -1.9841 2.5494 2.4771 2.583
C -1.2318 1.3308 3.1173 -0.637
C -2.6717 3.3458 3.6184 -2.092
C -3.0262 2.0205 1.4822 -1.786
N 2.4272 1.8311 2.2051 0.650
N 2.2046 0.4704 1.7819 0.640
C 2.7571 -0.3330 2.6823 -0.669
C 3.2897 0.4389 3.7333 -0.352
C 3.1453 1.7850 3.3546 -0.012
C 3.6005 2.9102 4.2202 -1.662
C 3.1459 -1.8262 2.5019 2.631
C 4.5128 -1.9037 1.7676 -1.756
C 1.9935 -2.4295 1.6696 -1.586
C 3.2075 -2.6100 3.8359 -1.583
C 1.0560 -0.1171 -2.8519 3.339
C 0.7758 -1.5946 -2.5140 -1.255
C -0.2772 0.7037 -2.9911 -1.533
C 1.6810 -0.1181 -4.2361 -2.081
H 4.7781 3.6870 -0.9893 0.245
H 5.2822 2.3032 0.0207 0.205
H 5.6975 2.3755 -1.7053 0.378
H 4.0334 0.4004 -2.9184 0.224
H 3.3904 3.7228 1.1095 -0.221
H -0.8812 5.1006 3.1495 0.575
H 2.3536 5.9936 2.6581 0.252
H 2.5305 5.8759 0.9435 0.295
H 1.2657 6.9226 1.6536 0.423
H -0.2030 1.5995 3.4058 -0.107
H -1.7842 1.0235 4.0397 0.521
H -1.2757 0.4439 2.5036 -0.326
H -1.9590 3.8049 4.2825 0.402
H -3.3972 4.0421 3.2287 0.427
H -3.3585 2.6755 4.1290 0.524
H -2.6697 1.1379 0.8613 -0.081
H -3.8460 1.6762 2.0963 0.640
H -3.3910 2.8261 0.8226 0.161
H 3.7516 0.0189 4.6355 0.221
H 3.5359 2.5649 5.2849 0.436
H 4.7015 3.1474 4.0850 0.264
H 3.0095 3.8340 3.9832 0.124
H 4.5817 -1.2566 0.8763 0.199
H 5.2791 -1.5333 2.4623 0.430
H 4.7981 -2.9683 1.5098 0.417
H 1.8967 -1.9130 0.6576 -0.154
H 2.2687 -3.4866 1.4587 0.490
H 1.0545 -2.3768 2.1195 0.156
H 3.7275 -2.0371 4.6105 0.281
H 2.2422 -2.9381 4.2167 0.271
H 3.7696 -3.5720 3.6650 0.439
H -0.2014 -1.7016 -2.0844 0.154
H 0.8403 -2.2290 -3.4531 0.389
H 1.5409 -2.0025 -1.8319 -0.067
H -1.0150 0.5156 -2.1854 0.029
H -0.0344 1.8058 -3.1151 -0.018
H -0.8886 0.4751 -3.8681 0.556
H 2.6456 -0.6737 -4.1685 0.401
H 1.0471 -0.5851 -4.9687 0.500
H 1.9166 0.9384 -4.4307 0.405
S -3.1819 -2.1323 1.3038 -0.516
C -1.9329 -1.5254 0.5550 0.495
N -1.0491 -0.7928 0.1461 -0.576
C 0.3197 -1.1226 6.1093 -0.297
C -0.6687 -2.1701 6.3600 0.667
C -1.4221 -2.8066 5.1803 -0.853
O -0.8765 -2.6485 7.5133 -0.659
H -0.2304 -0.1744 5.9820 0.213
H 0.8125 -1.3113 5.1616 -0.221
H 1.0073 -1.0011 6.9350 0.391
H -1.1146 -2.4248 4.2535 0.064
H -2.4773 -2.4461 5.2940 0.306
H -1.4892 -3.8429 5.2944 0.396
C -5.1410 -4.3607 -3.4810 -0.993
N -4.1695 -5.0486 -4.2926 0.151
C -4.4644 -4.9984 -5.7422 -1.044
C -3.0301 -5.5522 -3.7478 0.082
S -2.2229 -4.7275 -2.5152 -0.219
N -2.6353 -6.7587 -4.2637 0.126
C -1.2383 -7.0958 -4.3797 -0.989
C -3.5545 -7.8019 -4.7279 -0.965
H -6.1284 -4.7678 -3.7640 0.316
H -5.0776 -3.2337 -3.5994 0.255
H -4.8787 -4.5903 -2.4225 0.362
H -4.5051 -3.9829 -6.0833 0.368
H -5.4355 -5.4604 -5.8630 0.377
H -3.7024 -5.5485 -6.3236 0.275
H -0.9265 -7.0076 -5.4488 0.289
H -1.0818 -8.1395 -4.0862 0.316
H -0.6034 -6.4774 -3.7782 0.312
H -4.5707 -7.4064 -4.8826 0.323
H -3.4619 -8.6487 -4.0147 0.311
H -3.1577 -8.1865 -5.6736 0.340
O -0.0399 4.3642 -1.2317 -0.521
B -0.8259 3.2845 -0.4410 1.107
O -2.0129 2.9914 -1.2143 -0.052
C -2.0392 3.8806 -2.2773 0.419
C -3.0182 3.9374 -3.2609 -1.125
C -2.7974 4.9851 -4.1578 -0.413
C -1.5930 5.7111 -4.2845 -0.599
C -0.5798 5.5368 -3.3077 -0.800
C -0.8542 4.6212 -2.3270 0.480
H -3.8408 3.2669 -3.3435 0.540
H -3.5672 5.3792 -4.8714 0.279
H -1.5088 6.2479 -5.1960 0.429
H 0.3439 6.0886 -3.2710 0.501
```

Summary:
⟨S²⟩: 6.23
Molecular weight: 842.74 u
Lowest unoccupied orbital energy (spin up / spin down): 2.1 / 2.1 eV
Multiplicity: 5
Net charge: -1
F_max: 5.408 eV/Å

***

Formula: C39H62BClGe2N6O2S3Ta
Source: OMol25
Level of theory: the ωB97M-V functional and the def2-TZVPD basis

```
117
Properties=species:S:1:pos:R:3:mulliken_charge:R:1
Ta 0.2296 -0.3452 -0.3468 1.426
C -4.8865 1.6665 3.4379 -2.214
C -3.4387 1.3376 3.0869 1.322
C -2.9579 2.3382 2.0346 -1.228
C -2.5799 1.3797 4.3517 -1.448
N -3.3787 -0.0631 2.5329 0.594
C -4.4456 -0.9349 2.5122 -0.473
C -3.9953 -2.1283 2.0625 -1.331
N -2.6523 -2.0004 1.8059 0.461
B -1.7632 -3.2000 1.3882 0.347
N -0.4442 -3.2051 2.2228 0.738
C -0.5143 -3.6806 3.5132 -1.138
C 0.7411 -3.7649 3.9971 -0.711
N 1.6051 -3.3594 3.0053 0.414
C 0.8562 -2.9999 1.9407 -0.020
S 1.4711 -2.2865 0.4819 0.065
C 3.1047 -3.4063 3.2054 1.147
C 3.5091 -2.1202 3.9254 -1.323
C 3.4285 -4.6320 4.0644 -1.875
C 3.8655 -3.5463 1.8852 -1.711
N -1.5583 -3.2862 -0.1662 0.624
C -1.3926 -4.5321 -0.7282 -1.272
C -1.7311 -4.4515 -2.0339 -0.665
N -2.0974 -3.1508 -2.2976 0.548
C -1.9675 -2.4569 -1.1498 -0.189
S -2.1594 -0.7448 -0.9068 -0.418
C -2.7675 -2.7191 -3.5837 1.084
C -2.0770 -1.5035 -4.2007 -1.204
C -2.6949 -3.8681 -4.5854 -2.105
C -4.2285 -2.4236 -3.2403 -1.492
C -2.3025 -0.7392 2.0944 -1.239
S -0.6633 -0.1570 1.9278 0.488
H -4.9293 2.7036 3.7646 0.461
H -5.2585 1.0542 4.2597 0.512
H -5.5485 1.5668 2.5766 0.506
H -3.0859 3.3440 2.4319 0.610
H -3.5588 2.2496 1.1269 0.480
H -1.9059 2.2090 1.7879 -0.165
H -2.6457 2.3688 4.8030 0.488
H -1.5311 1.1702 4.1369 0.222
H -2.9407 0.6532 5.0809 0.403
H -5.4327 -0.6556 2.8282 0.626
H -4.5204 -3.0572 1.9234 0.710
H -2.3632 -4.1829 1.6972 -0.113
H -1.4512 -3.9389 3.9754 0.729
H 1.0685 -4.0822 4.9688 0.585
H 3.0746 -2.0683 4.9244 0.417
H 3.1959 -1.2396 3.3589 0.152
H 4.5939 -2.0961 4.0251 0.427
H 3.0215 -4.5667 5.0713 0.504
H 4.5094 -4.7026 4.1682 0.483
H 3.0750 -5.5484 3.5900 0.429
H 3.9800 -2.5971 1.3667 0.245
H 3.3947 -4.2684 1.2167 0.433
H 4.8644 -3.9162 2.1085 0.563
H -1.0724 -5.3773 -0.1437 0.762
H -1.7526 -5.2283 -2.7742 0.651
H -1.0268 -1.7211 -4.3938 0.102
H -2.1576 -0.6148 -3.5805 0.073
H -2.5583 -1.2890 -5.1541 0.734
H -1.6671 -4.1802 -4.7777 0.466
H -3.1160 -3.5267 -5.5286 0.437
H -3.2842 -4.7273 -4.2648 0.521
H -4.3137 -1.5873 -2.5441 0.257
H -4.7058 -3.3016 -2.8033 0.382
H -4.7734 -2.1670 -4.1481 0.480
C 4.6323 1.3454 1.5180 -1.509
C 3.5238 0.6124 0.7692 0.334
Ge 1.7430 1.5418 0.9891 0.975
C 1.4037 1.9443 2.9152 0.183
C 2.2668 3.1043 3.4275 -1.454
C 1.8157 3.2384 0.0745 -0.544
C 1.4517 3.4219 -1.2060 0.104
Ge 0.3465 1.9717 -1.9968 0.407
C 0.8148 1.3594 -3.8499 0.087
C 0.4820 2.2949 -5.0154 -1.382
C -1.5982 2.3785 -1.5735 0.556
C -2.0687 3.6694 -2.2445 -1.493
C 1.7681 4.6167 -1.9878 0.329
C 0.9946 4.9873 -3.0933 0.095
C 1.2738 6.1302 -3.8182 -1.496
C 2.3461 6.9314 -3.4499 -0.481
C 3.1345 6.5768 -2.3591 -0.863
C 2.8587 5.4311 -1.6410 -0.489
H 5.5841 0.8810 1.2517 0.474
H 4.5161 1.2705 2.5979 0.344
H 4.6906 2.3988 1.2432 0.388
H 3.4077 -0.4048 1.1395 -0.455
H 3.7332 0.5666 -0.2952 0.514
H 1.5850 1.0343 3.4915 0.420
H 0.3515 2.2042 3.0329 0.127
H 3.3313 2.9322 3.2903 0.291
H 2.0852 3.2306 4.4951 0.431
H 2.0051 4.0408 2.9358 0.376
H 2.2316 4.0751 0.6325 0.547
H 0.2948 0.4109 -3.9927 -0.082
H 1.8893 1.1653 -3.8244 0.388
H -0.5780 2.5475 -5.0543 0.307
H 0.7331 1.7841 -5.9458 0.418
H 1.0626 3.2117 -4.9800 0.424
H -1.6674 2.4721 -0.4872 -0.353
H -2.2100 1.5394 -1.8911 0.324
H -1.5237 4.5416 -1.8888 0.408
H -3.1215 3.8100 -1.9920 0.464
H -1.9937 3.6214 -3.3305 0.311
H 0.1502 4.3723 -3.3731 0.706
H 0.6599 6.4019 -4.6666 0.445
H 2.5732 7.8260 -4.0135 0.434
H 3.9737 7.1982 -2.0773 0.434
H 3.5004 5.1515 -0.8157 0.414
Cl 2.7923 -3.4381 -2.6940 -0.130
C 2.3873 -1.8547 -3.4237 -0.725
C 1.5651 -1.1597 -2.3769 -0.485
O 2.0717 -0.3423 -1.5507 -0.279
O 0.3182 -1.3700 -2.2506 0.129
H 1.8103 -2.0456 -4.3232 0.331
H 3.3091 -1.3242 -3.6370 0.526
```

Summary:
Molecular weight: 1115.60 u
Lowest unoccupied orbital energy (spin up / spin down): -10.9 / -10.9 eV
Net charge: +3
F_max: 3.598 eV/Å